DFT (wB97M-V/def2-TZVPD) results for a structure of composition C39H42BiClN4O3S3 at a distorted geometry.

For the LUMO energy, the calculation gives -0.0046 Ha. As for the HOMO-LUMO gap: 6.8 eV. Its total charge is 0.

The geometry in XYZ format:
```
93
Properties=species:S:1:pos:R:3:mulliken_charge:R:1
Bi -0.31 -0.50 0.85 1.402
Cl -6.47 -3.53 -2.23 -0.265
C -5.36 -2.58 -1.26 0.012
C -5.63 -1.21 -1.03 -0.524
C -4.76 -0.46 -0.26 -0.662
C -3.56 -0.99 0.28 0.514
O -2.74 -0.27 0.97 -0.983
C -3.34 -2.39 0.02 0.105
C -2.34 -3.13 0.74 0.115
N -1.33 -2.64 1.38 0.315
C -0.61 -3.44 2.34 -0.022
C -0.40 -4.78 2.15 -0.170
C 0.15 -5.58 3.19 -1.043
C 0.50 -5.05 4.37 -0.984
C 0.36 -3.65 4.54 0.997
C 0.80 -3.04 5.73 -0.805
C 0.72 -1.68 5.86 -1.136
C 0.25 -0.93 4.77 -0.174
N -0.21 -1.45 3.68 -0.225
C -0.14 -2.80 3.55 0.294
C -4.25 -3.15 -0.71 -0.782
H -6.53 -0.73 -1.42 0.391
H -4.99 0.56 -0.07 0.476
H -2.55 -4.21 0.86 0.374
H -0.67 -5.25 1.20 0.604
H 0.29 -6.61 2.97 0.460
H 0.84 -5.68 5.19 0.357
H 1.14 -3.69 6.51 0.446
H 1.02 -1.15 6.74 0.385
H 0.20 0.14 4.91 0.672
H -4.05 -4.21 -0.93 0.355
C 0.81 -3.76 -2.45 -1.491
C 0.95 -2.76 -1.32 0.542
S -0.03 -1.26 -1.56 0.044
C 1.70 -3.00 -0.24 0.561
C 2.48 -4.29 -0.11 -1.809
S 1.96 -1.86 1.10 -0.519
H -0.13 -4.32 -2.36 0.218
H 1.67 -4.45 -2.47 0.382
H 0.80 -3.21 -3.44 0.267
H 2.99 -4.56 -1.04 0.475
H 1.87 -5.14 0.18 0.267
H 3.26 -4.20 0.68 0.411
C 3.25 1.00 -1.25 -0.782
N 3.67 1.30 0.11 0.214
C 4.94 0.58 0.41 -1.191
C 2.71 1.58 1.00 -0.051
O 1.52 1.64 0.69 0.479
N 3.08 1.82 2.33 0.151
C 4.14 2.77 2.63 -1.268
C 2.02 1.92 3.32 -0.167
H 4.14 1.18 -1.89 0.381
H 2.39 1.59 -1.47 0.117
H 2.98 -0.05 -1.36 0.186
H 4.89 -0.40 -0.03 0.379
H 5.04 0.41 1.49 0.402
H 5.78 1.15 0.07 0.313
H 4.75 2.90 1.74 0.433
H 4.76 2.45 3.45 0.315
H 3.68 3.72 2.88 0.375
H 1.34 1.09 3.22 -0.651
H 1.44 2.85 3.19 0.308
H 2.52 1.88 4.29 0.485
O -1.03 1.78 -0.89 -0.553
S -2.27 2.46 -1.34 0.647
C -1.92 3.02 -3.04 -1.267
C -1.93 1.81 -3.94 0.173
C -3.13 1.20 -4.40 -0.126
C -3.06 0.09 -5.26 -0.700
C -1.81 -0.45 -5.57 -0.425
C -0.66 0.15 -5.14 -0.566
C -0.72 1.27 -4.33 -0.110
C -2.29 4.13 -0.48 -1.425
C -1.01 4.93 -0.64 0.187
C -1.03 6.09 -1.41 -0.483
C 0.16 6.78 -1.66 -0.667
C 1.39 6.27 -1.18 -0.569
C 1.39 5.12 -0.40 -0.661
C 0.19 4.45 -0.15 0.459
H -0.92 3.44 -3.02 0.382
H -2.61 3.81 -3.30 0.687
H -4.11 1.58 -4.13 0.393
H -4.02 -0.31 -5.59 0.376
H -1.78 -1.33 -6.18 0.418
H 0.29 -0.29 -5.44 0.419
H 0.18 1.74 -3.93 0.182
H -2.54 3.87 0.54 0.479
H -3.17 4.65 -0.89 0.560
H -1.93 6.53 -1.75 0.407
H 0.12 7.66 -2.22 0.449
H 2.30 6.81 -1.37 0.401
H 2.31 4.70 0.00 0.367
H 0.18 3.54 0.45 0.290
```

=====

DFT (wB97M-V/def2-TZVPD) results for a structure of composition C39H42Cl2IrN5O5Si at a distorted geometry.

For the LUMO energy (spin up / spin down), the calculation gives -0.1311 / -0.1801 Ha. As for the expectation value of S²: 8.81. As for the HOMO-LUMO gap (spin up / spin down): 5.8 / 5.1 eV. The spin multiplicity is 6. Its total charge is +1.

The geometry in XYZ format:
```
95
Properties=species:S:1:pos:R:3:mulliken_charge:R:1
Ir 0.66 -0.56 0.30 2.189
O 2.14 -1.71 -0.91 -0.136
N 2.78 -1.13 -1.78 -0.853
N 2.79 0.21 -1.63 1.194
O 2.17 0.80 -0.62 -0.859
C 3.63 1.08 -2.35 -0.072
C 3.02 2.19 -2.95 -0.126
C 3.87 3.17 -3.43 -0.739
C 5.25 2.96 -3.41 -0.358
C 5.82 1.88 -2.76 -0.574
C 4.98 0.95 -2.19 -0.305
H 1.97 2.23 -3.13 0.472
H 3.57 4.08 -3.98 0.350
H 5.89 3.82 -3.85 0.258
H 6.89 1.87 -2.49 0.307
H 5.31 0.14 -1.59 0.482
Cl -1.55 1.50 -4.69 -0.206
C -0.98 -0.12 -4.26 0.568
C -0.85 -1.13 -5.16 -0.682
C -0.65 -2.43 -4.69 0.793
Cl -0.71 -3.75 -5.93 -0.215
C -0.47 -2.79 -3.37 0.467
C -0.35 -4.13 -2.91 -1.104
C -0.26 -4.34 -1.44 -1.084
C -0.30 -3.28 -0.72 -0.887
N -0.42 -1.99 -1.18 0.032
C -0.51 -1.70 -2.47 0.301
C -0.72 -0.34 -2.83 -0.898
O -0.84 0.62 -2.08 0.293
H -0.96 -0.84 -6.19 0.561
H -0.32 -5.01 -3.58 0.427
H -0.28 -5.31 -1.03 0.684
H -0.19 -3.37 0.36 0.484
C -0.73 -0.19 1.89 -2.368
Si -2.28 0.80 1.93 0.481
C -1.65 2.72 1.43 -1.070
N -1.45 2.78 0.03 0.622
C -0.12 2.81 -0.45 0.112
C 0.15 4.35 -0.72 -0.893
C -1.11 5.03 -1.40 -0.872
C -2.02 3.97 -2.02 -0.499
C -2.56 3.04 -1.00 0.095
C -2.94 0.94 3.72 0.490
C -2.66 1.88 4.66 0.027
C -3.06 1.78 6.03 -0.712
C -3.80 0.65 6.40 -0.511
C -4.05 -0.29 5.44 -0.570
C -3.56 -0.21 4.17 -0.564
C -3.55 0.41 0.68 0.349
C -4.88 0.83 0.67 -0.308
C -5.73 0.45 -0.32 -0.610
C -5.30 -0.35 -1.39 -0.673
C -3.95 -0.69 -1.50 -0.729
C -3.14 -0.40 -0.41 0.716
H -0.83 -1.17 2.23 0.955
H 0.11 0.12 2.45 0.740
H -0.71 3.06 1.92 0.629
H -2.42 3.52 1.77 0.407
H -0.05 2.33 -1.52 -0.706
H 0.56 2.32 0.28 0.495
H 0.96 4.47 -1.40 0.419
H 0.35 4.94 0.18 0.345
H -0.84 5.86 -2.08 0.405
H -1.52 5.44 -0.53 0.343
H -1.52 3.46 -2.86 -0.158
H -2.87 4.56 -2.44 0.552
H -2.98 2.11 -1.49 -0.384
H -3.34 3.60 -0.46 0.721
H -2.17 2.86 4.33 0.122
H -2.77 2.60 6.69 0.417
H -4.30 0.50 7.29 0.431
H -4.71 -1.11 5.67 0.383
H -3.89 -1.01 3.49 0.218
H -5.20 1.44 1.47 0.551
H -6.79 0.83 -0.27 0.308
H -5.94 -0.45 -2.26 0.356
H -3.58 -1.29 -2.28 0.527
H -2.10 -0.80 -0.54 -0.516
O 0.76 -3.77 2.83 -0.745
C 1.78 -3.24 2.37 0.409
O 2.02 -2.00 2.26 -0.786
C 2.95 -4.10 1.89 0.224
N 4.03 -3.16 1.34 -0.099
C 5.35 -3.32 2.13 -0.602
C 4.78 -3.73 3.51 -0.542
C 3.65 -4.72 3.17 -0.995
H 2.69 -4.85 1.15 0.476
H 3.62 -2.24 1.62 0.264
H 4.20 -3.20 0.37 0.343
H 5.84 -2.40 2.30 0.353
H 5.95 -4.08 1.60 0.397
H 4.38 -2.76 3.88 0.242
H 5.60 -4.04 4.15 0.440
H 2.96 -4.81 4.01 0.394
H 3.99 -5.67 2.89 0.387
```

=====

DFT (wB97M-V/def2-TZVPD) results for a structure of composition C39H42N3O5SiTi.

For the LUMO energy (spin up / spin down), the calculation gives 0.0916 / 0.0913 Ha. As for the expectation value of S²: 2.01. As for the HOMO-LUMO gap (spin up / spin down): 5.7 / 7.8 eV. The spin multiplicity is 3. Its total charge is -1.

The geometry in XYZ format:
```
91
Properties=species:S:1:pos:R:3:mulliken_charge:R:1
Ti -0.41 1.00 -0.45 -0.007
O -2.09 1.72 1.02 -0.536
C -2.93 0.68 1.50 0.366
C -4.13 0.56 0.57 -1.012
C -3.78 0.49 -0.92 -1.194
C -3.00 -0.74 -1.30 0.721
C -3.63 -1.86 -1.82 -0.902
C -2.89 -2.99 -2.12 -0.707
C -1.53 -3.00 -1.86 -1.256
C -0.97 -1.86 -1.32 -0.898
N -1.67 -0.74 -1.09 1.501
H -1.43 2.05 1.70 0.353
H -3.28 0.91 2.51 0.446
H -2.37 -0.26 1.55 -0.486
H -4.77 1.43 0.71 0.469
H -4.70 -0.32 0.87 0.363
H -3.22 1.37 -1.21 0.009
H -4.71 0.48 -1.50 0.613
H -4.70 -1.83 -2.00 0.503
H -3.37 -3.87 -2.54 0.401
H -0.91 -3.86 -2.04 0.567
H 0.08 -1.81 -1.08 0.738
O 0.11 -0.16 1.08 1.867
Si 0.52 -1.18 2.24 -2.091
C -0.53 -1.05 3.80 0.904
C -0.99 -2.17 4.50 -0.529
C -1.73 -2.04 5.67 -0.656
C -2.01 -0.78 6.17 -0.538
C -1.54 0.35 5.51 -0.802
C -0.81 0.21 4.34 -0.050
C 0.35 -2.97 1.63 0.179
C 1.46 -3.76 1.31 -0.525
C 1.31 -5.05 0.81 -0.660
C 0.04 -5.58 0.63 -0.583
C -1.08 -4.82 0.95 -0.742
C -0.91 -3.53 1.43 0.522
C 2.31 -0.88 2.72 0.481
C 3.26 -0.72 1.71 -0.176
C 4.59 -0.45 2.00 -0.785
C 5.00 -0.33 3.32 -0.579
C 4.08 -0.48 4.34 -0.701
C 2.75 -0.75 4.04 -0.517
H -0.78 -3.16 4.12 0.378
H -2.08 -2.92 6.18 0.395
H -2.59 -0.67 7.08 0.351
H -1.75 1.34 5.90 0.435
H -0.44 1.10 3.84 0.496
H 2.46 -3.37 1.45 0.317
H 2.18 -5.64 0.57 0.404
H -0.08 -6.59 0.24 0.357
H -2.07 -5.22 0.80 0.405
H -1.80 -2.94 1.66 0.371
H 2.95 -0.78 0.67 0.564
H 5.30 -0.32 1.19 0.428
H 6.04 -0.11 3.55 0.372
H 4.39 -0.37 5.37 0.390
H 2.03 -0.86 4.85 0.365
C 3.44 -0.13 -3.56 -0.643
C 2.15 -0.45 -3.93 -0.761
C 1.09 -0.18 -3.07 0.125
C 1.25 0.42 -1.81 0.645
C 2.58 0.74 -1.49 -0.759
C 3.65 0.47 -2.32 -0.667
H 4.28 -0.34 -4.22 0.341
H 1.95 -0.91 -4.90 0.397
H 0.09 -0.45 -3.41 0.593
H 2.77 1.25 -0.55 0.462
H 4.66 0.74 -2.02 0.426
N -1.21 2.26 -1.81 -0.226
C -0.59 3.11 -2.45 -0.653
N -0.47 3.27 -3.80 0.440
C 0.54 4.16 -4.34 -0.600
C 0.03 4.76 -5.64 -0.648
O -0.35 3.76 -6.57 -0.394
C -1.36 2.92 -6.02 -0.839
C -0.89 2.25 -4.74 0.030
H 1.47 3.62 -4.54 0.235
H 0.74 4.94 -3.60 0.473
H 0.80 5.36 -6.13 0.350
H -0.84 5.41 -5.43 0.336
H -1.59 2.18 -6.79 0.330
H -2.26 3.52 -5.82 0.407
H -0.07 1.56 -4.97 0.069
H -1.70 1.67 -4.28 0.188
C 2.01 3.62 2.11 -1.350
C 0.77 2.91 1.61 0.788
O -0.17 2.76 2.43 -0.849
O 0.77 2.54 0.41 -0.273
H 1.74 4.53 2.64 0.370
H 2.70 3.84 1.30 0.273
H 2.51 2.97 2.83 0.282
```

=====

Energy relative to the best compared isomer or geometry (same formula, charge and spin) per entry: 0.0 52.9 0.0 kcal per mole
Energy per entry: -104096.5146 -94558.4141 -86831.3670 eV
M per entry: 955.424 952.004 708.734 u